Record 1
25
Properties=species:S:1:pos:R:3 method="wB97M-V/def2-TZVPD" total_charge=+1 mol_weight_g_mol=125.19 gap_ha=0.1678
O 1.12 -1.08 -1.01
O -0.34 -1.81 0.85
N -2.69 -1.44 -0.16
N -0.74 1.68 -0.34
C -1.99 -0.34 -0.85
C 5.50 0.39 0.24
C -3.05 1.55 0.53
C -1.77 0.79 0.14
H -1.95 -1.88 0.44
H -2.55 -0.24 -1.73
H -0.17 -2.36 1.66
H 5.73 -0.37 0.99
H -2.71 2.26 1.34
H -1.50 0.16 1.01
H -3.72 0.83 0.96
H 1.31 -1.98 -1.41
H -0.40 2.38 0.36
H 0.20 1.24 -0.40
H 6.15 1.30 0.43
H 4.46 0.74 0.03
H -3.49 2.16 -0.28
H 5.90 0.11 -0.68
H 0.54 -1.31 -0.19
H -0.91 -0.62 -1.10
H -2.92 -2.15 -0.82


Record 2
25
Properties=species:S:1:pos:R:3 method="wB97M-V/def2-TZVPD" total_charge=+2 s2=0.755 mol_weight_g_mol=125.19 multiplicity=2 gap_ha="0.3933 / 0.1902"
O -3.43 -0.76 0.01
O 3.11 2.66 0.50
N -0.17 -0.98 -1.47
N -0.73 -2.04 1.05
C 0.24 -0.92 1.44
C 0.02 0.32 0.52
C 0.70 -0.01 -0.90
C 0.50 1.39 -1.67
H -1.07 0.59 0.35
H -0.24 -2.63 0.39
H 0.93 1.28 -2.63
H -4.02 -0.87 0.79
H 1.08 2.06 -0.99
H -1.52 -1.57 0.61
H -1.10 -2.56 1.91
H 1.69 -0.39 -0.71
H -3.76 0.09 -0.30
H -0.53 1.79 -1.57
H -1.01 -0.84 -2.05
H 0.13 -0.64 2.51
H 0.63 1.05 1.09
H 1.25 -1.36 1.41
H 4.07 2.85 0.50
H 2.89 2.97 1.40
H 0.33 -1.49 -2.20


Record 3
28
Properties=species:S:1:pos:R:3 method="wB97M-V/def2-TZVPD" mol_weight_g_mol=171.20 gap_ha=0.3784
O 1.31 -0.47 3.73
O 0.06 2.04 -1.84
O 2.44 1.66 -0.66
O -1.75 1.92 0.24
N 1.38 -0.34 1.52
N -0.64 0.36 2.68
N -1.32 -0.77 -2.02
C -0.56 -1.94 -1.63
C -0.11 -1.95 -0.07
C 0.65 -0.19 2.75
C 0.51 -0.62 0.32
H -1.89 -0.48 -1.18
H 0.91 1.75 -1.48
H -1.12 1.90 -0.62
H 2.12 -1.10 1.65
H 1.32 -0.31 -0.45
H 2.50 2.62 -0.37
H -1.04 0.57 3.55
H -1.05 -2.89 -1.80
H 0.38 -1.93 -2.23
H -1.05 -2.18 0.45
H -0.23 0.15 0.17
H -0.96 1.05 1.91
H 0.62 -2.80 0.22
H -0.28 1.26 -2.35
H 2.21 1.08 0.10
H -2.37 2.48 0.13
H -2.05 -0.90 -2.71


Record 4
27
Properties=species:S:1:pos:R:3 method="wB97M-V/def2-TZVPD" total_charge=+1 mol_weight_g_mol=177.38 gap_ha=0.2788
Si -1.50 -0.47 -0.51
Si 1.83 -0.55 -0.47
N -2.75 0.37 0.31
N 0.18 0.00 0.12
N 0.35 0.61 1.19
N 2.82 0.91 -0.47
C -1.45 -2.35 -0.23
C -3.38 1.64 0.03
C 2.44 -2.01 0.60
C 2.17 2.25 -0.38
H -3.41 2.23 0.93
H -2.88 2.21 -0.67
H -4.42 1.67 -0.43
H 1.74 2.39 0.52
H 2.55 -1.71 1.62
H 3.47 -2.38 0.25
H 1.86 -2.88 0.59
H -0.45 -2.74 0.22
H 2.98 3.07 -0.47
H 1.49 2.44 -1.25
H -2.99 0.03 1.17
H -2.25 -2.64 0.57
H -1.71 -2.80 -1.14
H -1.53 -0.07 -1.88
H 3.76 0.77 -0.21
H 1.39 -0.96 -1.85
H -0.31 0.97 1.86


| no. | DFT total energy (hartree) |
| --- | --- |
| 1 | -422.05463 |
| 2 | -421.86884 |
| 3 | -627.81442 |
| 4 | -960.35643 |